Entry from the Open Molecules 2025 dataset: the molecule C24H36N2O3 (ωB97M-V with the def2-TZVPD basis set).

The geometry in XYZ format:
```
65
Properties=species:S:1:pos:R:3:forces:R:3
C -3.186 2.972 1.899 0.420 -0.059 -0.099
C -1.748 3.444 1.738 -0.437 0.417 -0.048
H -1.384 3.934 2.644 -0.007 -0.044 -0.144
H -1.664 4.129 0.889 0.038 -0.055 0.196
O -0.861 2.346 1.532 0.137 -0.172 0.222
C -0.743 1.883 0.285 0.113 -0.160 -0.160
O -1.333 2.350 -0.656 -0.134 0.096 -0.090
C 0.276 0.751 0.207 0.284 -0.146 0.104
C 0.192 0.053 -1.154 -0.326 0.103 0.064
H 0.222 0.798 -1.949 0.084 0.005 -0.052
C -1.114 -0.744 -1.300 0.072 0.098 -0.159
N -1.401 -1.659 -0.217 -0.092 -0.014 0.135
C -1.324 -0.994 1.061 0.214 0.001 0.185
C 0.007 -0.275 1.316 -0.297 0.012 -0.029
H -0.024 0.224 2.284 0.082 -0.016 0.032
H 0.822 -1.002 1.333 0.066 0.004 -0.004
H -1.514 -1.721 1.854 -0.075 0.052 -0.010
H -2.130 -0.250 1.088 -0.040 0.012 0.135
C -0.926 -3.024 -0.303 -0.072 -0.046 -0.369
C -1.820 -3.820 -1.268 0.119 -0.236 0.388
H -2.863 -3.707 -0.971 -0.030 0.045 0.020
H -1.710 -3.429 -2.280 -0.017 0.031 -0.101
C -1.428 -5.299 -1.257 -0.332 0.156 -0.218
N -0.038 -5.447 -1.616 0.054 0.072 0.371
C 0.455 -5.991 -2.755 -0.200 -0.255 -0.157
O 1.647 -5.978 -3.003 0.297 -0.021 -0.240
C -0.542 -6.644 -3.691 0.252 0.004 -0.067
H -1.075 -7.449 -3.190 -0.123 -0.025 0.017
H -1.257 -5.916 -4.067 -0.136 0.012 -0.012
H 0.013 -7.057 -4.530 0.016 0.030 0.036
C 0.854 -4.742 -0.719 0.430 0.159 -0.117
C 0.539 -3.246 -0.715 -0.187 -0.212 0.317
H 1.216 -2.744 -0.023 0.050 0.075 -0.016
H 0.708 -2.852 -1.719 0.052 0.070 -0.060
H 1.874 -4.922 -1.063 -0.153 -0.016 0.147
H 0.737 -5.153 0.290 0.021 0.011 -0.016
H -2.064 -5.864 -1.935 0.051 -0.046 0.074
H -1.565 -5.702 -0.245 -0.059 -0.026 -0.075
H -1.060 -3.457 0.697 0.010 -0.007 -0.031
H -1.100 -1.296 -2.240 -0.056 0.030 -0.060
H -1.942 -0.029 -1.347 0.062 -0.021 -0.135
H 1.056 -0.602 -1.262 0.083 -0.023 0.017
C 1.656 1.403 0.430 -0.172 0.116 -0.171
C 2.037 2.426 -0.644 0.202 -0.090 0.173
H 2.511 1.921 -1.488 -0.073 0.013 -0.073
H 1.140 2.923 -1.015 -0.007 0.029 -0.116
C 2.991 3.494 -0.091 -0.167 -0.072 -0.173
C 2.289 4.354 0.921 0.166 -0.002 0.024
C 2.522 4.204 2.281 0.034 0.029 -0.024
C 1.826 4.964 3.206 -0.027 0.005 0.127
C 0.888 5.888 2.781 -0.045 0.071 0.094
C 0.653 6.051 1.425 -0.064 0.073 -0.022
C 1.348 5.288 0.505 0.000 -0.010 0.002
H 1.160 5.419 -0.552 -0.026 0.009 -0.129
H -0.074 6.774 1.087 -0.053 0.061 -0.034
H 0.344 6.482 3.501 -0.034 0.051 0.056
H 2.018 4.834 4.262 0.015 -0.004 0.079
H 3.258 3.489 2.622 0.063 -0.077 0.006
H 3.340 4.116 -0.919 0.090 -0.011 0.038
H 3.859 3.010 0.361 0.067 0.044 -0.013
H 2.415 0.618 0.475 -0.014 -0.064 0.048
H 1.628 1.897 1.403 0.044 -0.089 0.039
H -3.826 3.821 2.120 -0.104 0.088 0.038
H -3.527 2.504 0.979 -0.074 -0.021 -0.050
H -3.257 2.252 2.711 -0.054 -0.041 0.093
```
Forces are in eV/Å.

The SMILES is CCOC(=O)C1(CCCc2ccccc2)CCN(C2CCN(C(C)=O)CC2)CC1. The value obtained for the frontier orbital gap is 8.8 eV. As for the energy relative to the best compared isomer or geometry (same formula, charge and spin): 6.1 kcal per mole. The calculation puts the HOMO energy at -0.2944 Ha.

These are the Löwdin partial charges, in e, on atoms 1 to 2: -0.056, -0.212